This record from the OMol25 dataset describes a molecular structure, C17H18N3O6S2Sm in a non-equilibrium geometry. The level of theory is ωB97M-V with the def2-TZVPD basis set.

Structure (ORCA input):
```
! wB97M-V def2-TZVPD RIJCOSX def2/J DEFGRID3
* xyz 0 6
Sm -0.502 0.557 0.633
C 2.879 4.130 1.947
S 1.167 4.203 2.549
C 0.691 2.538 2.573
S -0.985 2.225 2.826
N 1.644 1.618 2.488
N 1.179 0.389 2.259
C 1.863 -0.686 2.380
C 1.164 -1.915 2.013
C 1.756 -3.164 2.190
C 1.039 -4.307 1.898
C -0.267 -4.179 1.445
C -0.777 -2.907 1.273
N -0.094 -1.792 1.530
H 3.378 5.024 2.312
H 2.872 4.123 0.860
H 3.353 3.234 2.330
H 2.888 -0.723 2.735
H 2.772 -3.219 2.556
H 1.474 -5.289 2.030
H -0.874 -5.044 1.219
H -1.787 -2.773 0.904
O 1.221 3.239 -4.576
C 0.872 2.682 -3.576
C -0.495 2.774 -2.910
O -1.504 3.230 -3.391
C -0.337 2.128 -1.600
C 0.917 1.512 -1.506
O 1.265 0.776 -0.477
C 1.712 1.749 -2.713
O 2.787 1.279 -2.999
O -1.234 2.050 -0.654
C -3.626 0.133 0.290
C -3.161 -0.401 -1.053
O -1.803 -0.844 -0.924
C -1.274 -1.311 -2.183
C 0.065 -1.998 -1.996
H -4.687 0.370 0.244
H -3.106 1.064 0.538
H -3.475 -0.615 1.073
H -3.222 0.382 -1.813
H -3.777 -1.250 -1.363
H -1.187 -0.459 -2.865
H -1.995 -2.015 -2.606
H 0.790 -1.342 -1.517
H 0.470 -2.272 -2.969
H -0.050 -2.904 -1.402
*
```

## Properties
* electronic energy: -74251.30662 eV
* energy relative to the best compared isomer or geometry (same formula, charge and spin): 1.8 kcal/mol
* HOMO-LUMO gap (spin up / spin down): 6.745 / 6.778 eV
* HOMO energy (spin up / spin down): -8.1 / -8.1 eV



This record from the OMol25 dataset describes 2 unconnected molecules or ions with the total composition C17H18N4 in a non-equilibrium geometry. The level of theory is ωB97M-V with the def2-TZVPD basis set.

Structure (ORCA input):
```
! wB97M-V def2-TZVPD RIJCOSX def2/J DEFGRID3
* xyz 0 1
N 1.804 -1.269 4.134
C 1.813 -1.540 2.993
C 1.805 -1.792 1.584
C 1.632 -3.184 1.257
N 1.463 -4.324 1.061
C 2.000 -0.806 0.675
C 2.083 -1.196 -0.740
C 1.134 -2.057 -1.357
C 1.198 -2.397 -2.716
C 2.267 -1.961 -3.512
C 3.278 -1.201 -2.903
C 3.178 -0.820 -1.558
H 2.202 0.226 0.993
H 0.293 -2.437 -0.772
H 0.404 -2.998 -3.173
H 2.313 -2.209 -4.575
H 4.139 -0.879 -3.505
H 3.974 -0.229 -1.100
C -0.132 4.143 1.302
C 0.152 2.669 1.375
N 1.475 2.281 1.877
C 1.967 3.145 2.719
C 3.287 2.976 3.464
C 3.292 4.106 4.487
C 2.150 5.056 4.107
N 1.426 4.330 3.092
C 0.176 4.846 2.606
H 0.463 4.623 0.525
H -1.177 4.313 1.074
H -0.602 2.232 2.052
H 0.062 2.226 0.384
H 3.345 1.978 3.908
H 4.101 3.112 2.734
H 3.092 3.729 5.490
H 4.243 4.635 4.485
H 1.528 5.304 4.981
H 2.554 6.023 3.755
H 0.242 5.937 2.472
H -0.630 4.676 3.346
*
```

## Properties
* electronic energy: -23879.99690 eV
* energy relative to the best compared isomer or geometry (same formula, charge and spin): 48.1 kcal/mol
* structure (SMILES): N#CC(C#N)=Cc1ccccc1.C1CN=C2CCCN2C1
* HOMO-LUMO gap: 7.929 eV
* HOMO energy: -8.5 eV



This record from the OMol25 dataset describes C17H18N6OS in the gas phase in a non-equilibrium geometry. The level of theory is ωB97M-V with the def2-TZVPD basis set.

Structure (ORCA input):
```
! wB97M-V def2-TZVPD RIJCOSX def2/J DEFGRID3
* xyz 0 1
C 0.208 -1.524 2.325
C 0.902 -0.503 1.466
N 1.623 -0.778 0.449
N 1.829 -2.047 0.037
C 2.271 -2.261 -1.238
O 2.771 -1.412 -1.932
C 2.088 -3.697 -1.720
S 0.452 -4.400 -1.269
C -0.455 -2.917 -1.336
N -1.387 -2.591 -0.432
C -1.638 -1.317 -0.692
N -2.423 -0.469 -0.057
C -2.401 0.785 -0.452
C -3.266 1.744 0.296
C -1.582 1.238 -1.507
C -0.768 0.358 -2.176
C 0.203 0.676 -3.250
N -0.839 -0.920 -1.766
N -0.111 -1.954 -2.178
C 0.751 0.930 1.748
C 0.386 1.407 3.005
C 0.254 2.765 3.230
C 0.481 3.670 2.208
C 0.856 3.208 0.956
C 0.993 1.854 0.728
H -0.532 -1.054 2.964
H 0.927 -2.059 2.946
H -0.320 -2.246 1.699
H 1.409 -2.825 0.547
H 2.827 -4.358 -1.265
H 2.201 -3.712 -2.803
H -2.641 2.457 0.833
H -3.880 1.200 1.006
H -3.902 2.298 -0.392
H -1.575 2.283 -1.770
H -0.075 0.160 -4.169
H 0.250 1.745 -3.431
H 1.185 0.297 -2.960
H 0.228 0.724 3.826
H -0.022 3.119 4.213
H 0.376 4.730 2.388
H 1.047 3.910 0.157
H 1.299 1.484 -0.237
*
```

## Properties
* electronic energy: -39744.50390 eV
* energy relative to the best compared isomer or geometry (same formula, charge and spin): 0.0 kcal/mol
* structure (SMILES): C/C(=N\NC(=O)CSc1nc2nc(C)cc(C)n2n1)c1ccccc1
* HOMO-LUMO gap: 8.829 eV
* HOMO energy: -8.4 eV



This record from the OMol25 dataset describes a gas-phase ion, C17H18NO2 (charge +1) in a non-equilibrium geometry. The level of theory is ωB97M-V with the def2-TZVPD basis set.

Structure (ORCA input):
```
! wB97M-V def2-TZVPD RIJCOSX def2/J DEFGRID3
* xyz 1 1
O 2.250 -2.616 -3.001
C 2.037 -1.192 -3.001
C 0.824 -0.979 -2.128
N 1.011 -1.900 -0.914
C 0.862 -1.353 0.450
C -0.564 -1.104 0.731
C -1.054 0.157 0.843
C -2.453 0.507 1.003
C -3.478 -0.466 1.052
C -4.819 -0.092 1.120
C -5.163 1.266 1.151
C -4.154 2.244 1.142
C -2.817 1.865 1.080
O -0.249 1.253 0.652
C 1.132 1.105 0.694
C 1.879 2.266 0.864
C 3.254 2.171 1.018
C 3.878 0.920 0.995
C 3.129 -0.239 0.804
C 1.738 -0.142 0.601
H 2.847 -2.851 -3.731
H 2.919 -0.676 -2.591
H 1.855 -0.822 -4.016
H 0.701 0.055 -1.796
H -0.065 -1.347 -2.668
H 1.919 -2.376 -1.012
H 0.292 -2.622 -1.069
H 1.211 -2.129 1.136
H -1.230 -1.961 0.844
H -3.193 -1.514 1.048
H -5.597 -0.859 1.144
H -6.211 1.567 1.173
H -4.406 3.306 1.181
H -2.040 2.624 1.103
H 1.344 3.207 0.924
H 3.832 3.078 1.186
H 4.958 0.866 1.152
H 3.621 -1.218 0.838
*
```

## Properties
* electronic energy: -23499.56810 eV
* energy relative to the best compared isomer or geometry (same formula, charge and spin): 0.0 kcal/mol
* structure (SMILES): OCC[NH2+][C@@H]1C=C(c2ccccc2)Oc2ccccc21
* HOMO-LUMO gap: 8.747 eV
* HOMO energy: -11.5 eV



This record from the OMol25 dataset describes a molecular structure, C17H19AsN3O2OsSSe in a non-equilibrium geometry. The level of theory is ωB97M-V with the def2-TZVPD basis set.

Structure (ORCA input):
```
! wB97M-V def2-TZVPD RIJCOSX def2/J DEFGRID3
* xyz 3 1
Os 0.421 -1.034 -0.543
O 1.107 2.673 6.504
C 1.306 2.803 5.195
O 1.849 3.764 4.737
C 0.821 1.709 4.266
C -0.004 0.648 4.626
C -0.418 -0.282 3.683
C 0.000 -0.142 2.357
C 0.830 0.912 1.994
C 1.237 1.834 2.940
N -0.396 -1.070 1.335
C -1.255 -2.017 1.504
C -1.526 -2.869 0.358
C -2.424 -3.920 0.344
C -2.613 -4.624 -0.846
C -1.906 -4.259 -1.987
C -1.014 -3.204 -1.925
N -0.821 -2.532 -0.775
H 0.712 1.832 6.768
H -0.353 0.522 5.641
H -1.047 -1.094 4.010
H 1.152 1.048 0.965
H 1.869 2.672 2.683
H -1.766 -2.181 2.445
H -2.971 -4.179 1.239
H -3.314 -5.448 -0.879
H -2.039 -4.786 -2.923
H -0.429 -2.881 -2.779
C 0.089 1.012 -4.717
As 0.352 1.893 -3.047
C 2.181 2.289 -2.647
C -0.701 3.483 -2.966
S -0.617 0.763 -1.325
H 0.613 1.611 -5.467
H -0.980 1.002 -4.939
H 0.510 0.012 -4.685
H 2.693 2.412 -3.602
H 2.645 1.480 -2.092
H 2.209 3.220 -2.080
H -0.332 4.151 -3.749
H -0.579 3.952 -1.991
H -1.746 3.239 -3.155
Se 2.526 -2.005 -0.023
C 2.343 -1.462 -1.782
N 1.788 -0.945 -2.672
*
```

## Properties
* electronic energy: -165961.22929 eV
* HOMO-LUMO gap: 4.403 eV
* HOMO energy: -17.3 eV



Which formula does entry 2 have? C17H18N4



Which value of electronic energy does entry 1 give? -74251.30662 eV